[1]
{
  "formula": "C28H29BrIrN3O8P2",
  "method": "ωB97M-V/def2-TZVPD",
  "de_lowest_ev": 0.000,
  "multiplicity": 1,
  "total_energy_ev": -141820.821,
  "gap_ev": 6.938,
  "fmax_ev_per_a": 0.25,
  "species": ["Ir", "O", "C", "C", "C", "C", "C", "C", "C", "O", "N", "N", "C", "C", "Br", "C", "C", "C", "C", "C", "C", "C", "H", "H", "H", "H", "H", "H", "H", "H", "H", "H", "H", "H", "H", "H", "N", "C", "C", "P", "O", "O", "O", "P", "O", "O", "O", "H", "H", "H", "H", "H", "H", "H", "H", "C", "C", "C", "C", "C", "C", "C", "C", "C", "C", "H", "H", "H", "H", "H", "H", "H"],
  "positions_angstrom": [[0.330, -1.526, -0.605], [4.118, -1.684, 1.676], [3.824, -0.491, 2.241], [4.885, 0.298, 2.674], [4.652, 1.538, 3.242], [3.352, 2.006, 3.384], [2.295, 1.208, 2.968], [2.506, -0.042, 2.399], [1.341, -0.947, 2.005], [1.668, -1.688, 0.858], [0.104, -0.192, 1.828], [-0.109, 0.086, 0.447], [-0.598, 1.250, 0.227], [-0.962, 1.916, -1.012], [-0.012, 1.563, -2.599], [-1.900, 2.869, -1.013], [-2.776, 3.191, 0.118], [-3.292, 2.194, 0.948], [-4.099, 2.534, 2.025], [-4.412, 3.861, 2.272], [-3.928, 4.857, 1.430], [-3.124, 4.524, 0.356], [3.315, -1.961, 1.180], [5.890, -0.079, 2.531], [5.488, 2.144, 3.567], [3.161, 2.976, 3.824], [1.276, 1.550, 3.093], [1.131, -1.628, 2.843], [-0.715, -0.713, 2.127], [-0.745, 1.841, 1.126], [-2.048, 3.433, -1.926], [-3.097, 1.151, 0.733], [-4.485, 1.749, 2.663], [-5.044, 4.123, 3.111], [-4.180, 5.893, 1.615], [-2.745, 5.298, -0.300], [-2.949, -3.838, -1.196], [-3.341, -2.442, -0.736], [-4.853, -2.322, -0.681], [-2.539, -2.312, 0.926], [-3.263, -3.579, 1.641], [-2.864, -1.045, 1.611], [-1.119, -2.751, 0.672], [-2.617, -1.308, -2.006], [-3.259, -1.998, -3.331], [-3.112, 0.056, -1.788], [-1.152, -1.687, -2.109], [-3.363, -4.542, -0.583], [-1.926, -3.905, -1.122], [-3.234, -3.982, -2.168], [-5.284, -3.039, 0.021], [-5.304, -2.471, -1.664], [-5.099, -1.316, -0.343], [-3.810, -3.289, 2.380], [-3.862, -1.388, -3.772], [5.271, 1.248, -1.448], [4.152, 1.507, -0.632], [3.020, 0.755, -0.765], [2.933, -0.286, -1.714], [1.753, -1.083, -1.882], [1.701, -1.992, -2.916], [2.831, -2.239, -3.739], [3.975, -1.531, -3.555], [4.047, -0.522, -2.554], [5.216, 0.259, -2.389], [6.172, 1.836, -1.328], [4.194, 2.288, 0.117], [2.169, 0.959, -0.134], [0.777, -2.521, -3.131], [2.765, -2.981, -4.525], [4.841, -1.704, -4.183], [6.068, 0.060, -3.029]]
}

---

[2]
{
  "formula": "C6H24O6",
  "method": "ωB97M-V/def2-TZVPD",
  "de_lowest_ev": 5.249,
  "multiplicity": 1,
  "total_energy_ev": -18891.764,
  "smiles": "CO.CO.CO.CO.CO.CO",
  "gap_ev": 10.483,
  "fmax_ev_per_a": 2.68,
  "species": ["C", "O", "H", "H", "H", "H", "C", "O", "H", "H", "H", "H", "C", "O", "H", "H", "H", "H", "C", "O", "H", "H", "H", "H", "C", "O", "H", "H", "H", "H", "C", "O", "H", "H", "H", "H"],
  "positions_angstrom": [[4.861, 1.523, -4.620], [4.515, 2.922, -4.576], [5.908, 1.487, -4.922], [4.715, 1.034, -3.656], [4.223, 1.047, -5.365], [4.731, 3.274, -5.443], [-0.784, -0.067, 0.667], [-1.183, -1.200, 1.379], [0.064, -0.233, 0.003], [-1.670, 0.172, 0.080], [-0.473, 0.802, 1.247], [-0.503, -1.818, 1.099], [2.593, 5.446, 1.545], [3.972, 5.738, 1.799], [2.594, 4.552, 0.922], [2.115, 5.167, 2.484], [1.903, 6.187, 1.141], [4.350, 5.946, 0.941], [-6.113, -3.433, 4.904], [-5.697, -2.147, 4.685], [-7.154, -3.727, 4.770], [-5.557, -4.024, 4.176], [-5.795, -3.694, 5.914], [-4.773, -2.153, 4.422], [-1.789, 3.862, -3.558], [-0.824, 2.975, -4.024], [-1.534, 4.219, -2.560], [-1.852, 4.639, -4.319], [-2.667, 3.276, -3.284], [-0.008, 3.461, -4.163], [0.045, -7.748, 1.457], [0.593, -6.533, 1.043], [0.525, -8.129, 2.359], [-1.040, -7.792, 1.554], [0.196, -8.396, 0.594], [1.511, -6.636, 1.304]]
}

---

[3]
{
  "formula": "C20H20O6",
  "method": "ωB97M-V/def2-TZVPD",
  "de_lowest_ev": 0.011,
  "multiplicity": 1,
  "total_energy_ev": -33348.743,
  "smiles": "CC1=CC(=O)[C@@]23COC(=O)[C@@H]2CCC[C@H]3[C@]12C[C@@H](c1ccoc1)OC2=O",
  "gap_ev": 9.142,
  "fmax_ev_per_a": 4.20,
  "species": ["C", "C", "C", "C", "O", "C", "C", "O", "C", "O", "C", "C", "C", "C", "C", "C", "C", "C", "C", "C", "C", "O", "C", "O", "C", "O", "H", "H", "H", "H", "H", "H", "H", "H", "H", "H", "H", "H", "H", "H", "H", "H", "H", "H", "H", "H"],
  "positions_angstrom": [[1.644, -1.446, -3.097], [1.532, -0.897, -1.678], [2.697, -0.862, -0.967], [2.737, -0.484, 0.390], [3.830, -0.560, 0.960], [1.411, -0.292, 1.171], [1.050, -1.674, 1.756], [0.073, -1.368, 2.746], [0.353, -0.175, 3.256], [-0.252, 0.356, 4.163], [1.535, 0.438, 2.497], [1.788, 1.924, 2.339], [0.820, 2.605, 1.361], [0.759, 1.885, 0.040], [0.352, 0.374, 0.210], [0.187, -0.378, -1.135], [-0.893, -1.497, -1.020], [-2.092, -1.025, -1.845], [-3.160, -0.415, -0.980], [-3.351, 0.998, -0.690], [-4.404, 1.104, 0.190], [-4.882, -0.159, 0.434], [-4.098, -1.063, -0.227], [-1.596, -0.089, -2.810], [-0.450, 0.422, -2.312], [0.143, 1.386, -2.815], [0.874, -2.229, -3.270], [1.522, -0.678, -3.856], [2.639, -1.883, -3.299], [3.633, -1.095, -1.455], [0.673, -2.362, 1.037], [1.906, -2.200, 2.222], [2.413, 0.067, 3.028], [2.832, 2.042, 1.974], [1.712, 2.426, 3.277], [-0.200, 2.670, 1.816], [1.171, 3.640, 1.179], [0.018, 2.392, -0.583], [1.704, 2.004, -0.451], [-0.631, 0.396, 0.726], [-1.171, -1.683, 0.020], [-0.513, -2.466, -1.406], [-2.563, -1.885, -2.390], [-2.749, 1.846, -1.032], [-4.708, 2.032, 0.681], [-4.299, -2.140, -0.153]]
}

---

[4]
{
  "formula": "C4H10N2",
  "method": "ωB97M-V/def2-TZVPD",
  "de_lowest_ev": 2.783,
  "multiplicity": 1,
  "total_energy_ev": -7287.837,
  "smiles": "CNN=C(C)C",
  "gap_ev": 8.789,
  "fmax_ev_per_a": 4.46,
  "species": ["C", "N", "N", "C", "C", "C", "H", "H", "H", "H", "H", "H", "H", "H", "H", "H"],
  "positions_angstrom": [[2.635, -0.451, -0.051], [1.367, 0.263, 0.026], [0.261, -0.489, 0.104], [-0.941, -0.094, -0.047], [-1.273, 1.329, -0.025], [-1.995, -1.231, 0.014], [3.202, 0.111, -0.836], [3.255, -0.162, 0.820], [2.527, -1.480, -0.125], [1.467, 1.228, 0.272], [-2.258, 1.673, -0.055], [-0.556, 1.757, -0.832], [-0.922, 1.745, 0.925], [-1.601, -1.794, -0.855], [-3.006, -0.751, -0.399], [-2.160, -1.655, 1.063]]
}